Molecular formula: C4H6O2
Method: DFT, ωB97M-V/def2-TZVPD

XYZ file:
```
12
Properties=species:S:1:pos:R:3:forces:R:3:nbo_charge:R:1
O 1.9041 -0.3255 0.8949 -0.062 -0.347 -0.049 -0.653
C 1.1184 -1.1359 0.2161 -0.061 0.372 -0.019 0.265
C 0.1068 -0.3305 -0.5438 0.087 -0.196 -0.084 -0.444
C -1.2762 -0.4344 0.1476 -0.203 -0.391 0.053 -0.030
O -1.3095 0.9742 0.3859 -0.091 0.101 0.072 -0.532
C -0.1094 1.1846 -0.3729 0.319 0.218 -0.119 -0.068
H 2.5131 -0.8928 1.3919 -0.025 0.215 -0.019 0.503
H 0.1154 -0.7016 -1.5730 -0.044 0.059 0.132 0.237
H -2.0904 -0.7732 -0.5050 0.115 0.083 0.095 0.178
H -1.2975 -1.0112 1.0805 0.016 0.077 -0.139 0.181
H 0.6469 1.7392 0.1926 -0.112 -0.120 -0.061 0.187
H -0.3216 1.7071 -1.3147 0.060 -0.071 0.138 0.174
```
Positions in Å, forces in eV/Å.

Values from the calculation:
Charge: 0
DFT total energy: -8336.3620 eV
ΔE to the lowest compared entry with this formula, charge and spin: 4.0992 eV
Frontier orbital gap: 9.5 eV
Strongest force on any atom: 0.4 eV/A
HOMO level: -8.75 eV



Molecular formula: C4H6O2
Method: DFT, ωB97M-V/def2-TZVPD

XYZ file:
```
12
Properties=species:S:1:pos:R:3:forces:R:3:nbo_charge:R:1
C -0.0621 -1.2853 -0.1396 0.719 -0.168 -0.120 -0.663
C -0.4479 0.1596 -0.4740 0.303 0.093 0.273 -0.442
C -0.8293 0.6819 0.8549 0.385 0.526 0.515 0.436
O 0.1096 1.2048 1.4334 -0.991 0.361 0.944 -0.529
C 0.9284 0.8880 -0.5339 0.828 -0.246 -1.087 0.461
O 1.9584 0.2547 -0.4846 0.007 0.931 -0.288 -0.543
H -0.8137 -1.9993 -0.5127 0.931 0.048 -0.303 0.223
H 1.0612 -1.1804 -0.4401 -1.892 -1.846 -0.037 0.297
H 0.0082 -1.4455 0.9431 -0.173 0.079 -0.097 0.214
H -1.1015 0.2669 -1.3548 0.230 0.073 0.489 0.244
H -1.7733 0.4831 1.3842 -0.113 0.049 -0.264 0.152
H 0.9620 1.9716 -0.6760 -0.233 0.101 -0.025 0.149
```
Positions in Å, forces in eV/Å.

Values from the calculation:
Charge: 0
DFT total energy: -8338.0872 eV
ΔE to the lowest compared entry with this formula, charge and spin: 2.3739 eV
Frontier orbital gap: 10.8 eV
Strongest force on any atom: 2.6 eV/A
HOMO level: -10.00 eV



Molecular formula: C4H6O2
Method: DFT, ωB97M-V/def2-TZVPD

XYZ file:
```
12
Properties=species:S:1:pos:R:3:forces:R:3:nbo_charge:R:1
C 0.5092 -1.5291 -1.4816 -0.005 -0.050 0.163 -0.113
O -1.0110 -1.5029 -0.4654 0.111 0.073 0.065 -0.490
C 0.1646 -1.0699 -0.2525 -0.106 -0.011 -0.139 0.350
C 0.6578 -0.2147 0.8755 0.179 -0.192 -0.002 -0.142
O -0.1680 0.8721 1.1772 -0.078 -0.046 0.152 -0.516
C -0.7180 1.5472 0.0593 -0.120 0.184 -0.221 -0.267
H -0.0263 1.5716 -0.7934 -0.023 0.037 0.153 0.175
H 0.7986 -2.5626 -1.6552 -0.010 0.081 0.072 0.198
H 1.6857 0.1009 0.6423 -0.149 0.003 -0.039 0.190
H 0.6831 -0.8416 1.7739 0.088 -0.011 -0.124 0.227
H -1.6447 1.0597 -0.2595 0.091 0.078 -0.022 0.191
H -0.9310 2.5692 0.3794 0.022 -0.145 -0.058 0.197
```
Positions in Å, forces in eV/Å.

Values from the calculation:
Charge: 0
DFT total energy: -8335.3320 eV
ΔE to the lowest compared entry with this formula, charge and spin: 5.1291 eV
Frontier orbital gap: 9.5 eV
Strongest force on any atom: 0.3 eV/A
HOMO level: -9.14 eV



Molecular formula: C4H6O2
Method: DFT, ωB97M-V/def2-TZVPD

XYZ file:
```
12
Properties=species:S:1:pos:R:3:forces:R:3:nbo_charge:R:1
C -0.8491 -1.0596 -0.2314 -0.188 0.233 0.193 -0.640
C 0.0654 0.0988 0.2061 -0.047 -0.414 -0.529 0.088
C 1.5048 -0.3174 0.0571 0.151 -0.390 -0.406 0.414
O 1.7867 -1.3240 -0.5474 0.372 0.405 0.207 -0.511
C -0.3663 1.5100 0.0910 -0.009 0.025 -0.313 -0.084
O -0.0859 0.9584 1.3569 -0.271 -0.584 0.045 -0.467
H -0.9624 -1.8566 0.5116 0.011 0.360 0.099 0.229
H -1.8229 -0.6903 -0.5483 -0.092 -0.019 0.277 0.214
H -0.4024 -1.5617 -1.1049 0.007 0.475 0.356 0.253
H 2.2911 0.2632 0.5779 -0.280 0.192 -0.051 0.132
H 0.2764 2.2902 -0.3228 0.108 -0.177 0.396 0.185
H -1.4353 1.6890 -0.0459 0.239 -0.105 -0.273 0.188
```
Positions in Å, forces in eV/Å.

Values from the calculation:
Charge: 0
DFT total energy: -8338.3732 eV
ΔE to the lowest compared entry with this formula, charge and spin: 2.0879 eV
Frontier orbital gap: 10.9 eV
Strongest force on any atom: 0.7 eV/A
HOMO level: -10.10 eV